No. 1
Here is one molecule with the formula C3H8Cl2NP from the Open Molecules 2025 dataset. Energies are from ωB97M-V with the def2-TZVPD basis set.

```
! wB97M-V def2-TZVPD RIJCOSX def2/J DEFGRID3
* xyz 0 1
C -0.85682 -0.00053 0.44112
C 0.41746 -1.29139 -1.17366
C 0.89195 2.60614 0.33630
N 0.39125 -0.06177 -0.40739
P 0.56876 1.32641 -1.35467
Cl 1.82930 4.00586 -0.32264
Cl 2.45970 1.03778 -1.81519
H -1.84780 -0.27869 -0.21029
H -0.65870 -0.75527 1.25539
H -0.77607 0.98434 1.00509
H 1.38174 -1.35914 -1.57285
H 0.17296 -2.13484 -0.43986
H -0.34548 -1.31198 -1.83969
H -0.15077 2.80441 0.79123
H 1.53228 2.16102 1.05450
*
```

Output
* calculated total energy: -39063.439 eV
* highest occupied orbital energy: -8.52 eV
* energy relative to the best compared isomer or geometry (same formula, charge and spin): 1.055 eV
* LUMO energy: 0.86 eV
* structure (SMILES): CN(C)P(Cl)CCl
* gap between HOMO and LUMO: 9.4 eV

=====

No. 2
Here is C3H8Cl2Si as an isolated structure from the Open Molecules 2025 dataset. Energies are from ωB97M-V with the def2-TZVPD basis set.

```
! wB97M-V def2-TZVPD RIJCOSX def2/J DEFGRID3
* xyz 0 1
C -0.28557 0.81597 -2.27402
C -1.20152 -1.08161 1.70031
C 0.65666 1.55534 -1.72800
Si 0.66216 -0.67826 1.45444
Cl 1.29520 -1.38772 -0.34341
Cl 1.56419 -1.16411 3.20473
H -1.18333 0.34420 -1.93199
H 1.30925 1.03286 0.98787
H -0.34666 0.57058 -3.43231
H -1.37072 -0.70999 2.70967
H -2.01273 -0.61300 1.07994
H -1.28970 -2.17278 1.55799
H 0.75255 1.58507 -0.67180
H 1.45022 1.90343 -2.31342
*
```

Output
* calculated total energy: -36163.446 eV
* highest occupied orbital energy: -9.92 eV
* energy relative to the best compared isomer or geometry (same formula, charge and spin): 2.340 eV
* LUMO energy: 0.63 eV
* gap between HOMO and LUMO: 10.5 eV

=====

No. 3
Here is a 2-piece molecular cluster, C3H8ClN2 overall from the Open Molecules 2025 dataset. Energies are from ωB97M-V with the def2-TZVPD basis set.

```
! wB97M-V def2-TZVPD RIJCOSX def2/J DEFGRID3
* xyz 1 1
C 0.19255 1.66089 -0.54208
C 1.15352 -1.10873 0.27718
C -0.77799 0.28568 0.64860
N -0.63242 -1.40541 -0.89382
N -0.20462 -0.75094 -0.01149
Cl -2.58149 0.41875 0.38955
H 0.53151 2.32289 0.31539
H -0.59478 1.87173 -1.13363
H 0.98576 1.15709 -1.03597
H 1.48573 -0.25482 0.84282
H 1.73533 -1.32661 -0.60899
H 1.01041 -2.05086 0.86059
H -0.60233 0.39409 1.72752
H -1.70118 -1.21374 -0.83566
*
```

Output
* calculated total energy: -18732.114 eV
* highest occupied orbital energy: -15.42 eV
* energy relative to the best compared isomer or geometry (same formula, charge and spin): 4.625 eV
* LUMO energy: -5.51 eV
* gap between HOMO and LUMO: 9.9 eV

=====

No. 4
Here is C3H8ClN2O as an isolated structure from the Open Molecules 2025 dataset. Energies are from ωB97M-V with the def2-TZVPD basis set.

```
! wB97M-V def2-TZVPD RIJCOSX def2/J DEFGRID3
* xyz 1 1
C 1.31017 -1.74108 0.20983
C -0.16693 0.05868 -0.81519
C -1.43021 1.47572 -0.30809
N -0.92992 2.42945 0.64115
N 0.61940 -0.42519 0.37576
O -0.19062 2.09328 1.53313
Cl -2.80383 0.68826 0.52238
H 1.57182 -1.71521 -0.80693
H 2.24444 -1.87409 0.56766
H 0.65099 -2.49727 0.36589
H 0.38690 0.29202 -1.65782
H -0.92275 -0.65454 -1.20048
H -1.90300 1.96086 -1.13526
H 0.18885 -0.37763 1.31284
H 1.37467 0.28672 0.39513
*
```

Output
* calculated total energy: -20779.091 eV
* highest occupied orbital energy: -13.73 eV
* energy relative to the best compared isomer or geometry (same formula, charge and spin): 4.909 eV
* LUMO energy: -5.11 eV
* gap between HOMO and LUMO: 8.6 eV

=====

No. 5
Here is a 2-piece molecular cluster, C3H8ClN3 overall from the Open Molecules 2025 dataset. Energies are from ωB97M-V with the def2-TZVPD basis set.

```
! wB97M-V def2-TZVPD RIJCOSX def2/J DEFGRID3
* xyz 2 1
C -1.72906 -0.32644 -0.51829
C 0.47455 0.17191 0.47547
C 3.04454 0.19016 0.35190
N -2.51474 -0.63191 -1.47506
N -0.03771 0.81696 1.41984
N -0.37787 -0.48600 -0.40434
Cl 3.68303 0.84840 -0.97943
H -2.17935 0.32595 0.31745
H 2.78363 -0.96406 0.24738
H 2.88932 0.88052 1.19345
H -3.52379 -0.36715 -1.36308
H -2.14876 -1.16830 -2.22382
H 0.57507 1.23166 2.17156
H -0.99265 0.72181 1.70569
H 0.05378 -1.24353 -0.91871
*
```

Output
* calculated total energy: -20212.664 eV
* highest occupied orbital energy: -18.21 eV
* energy relative to the best compared isomer or geometry (same formula, charge and spin): 2.741 eV
* LUMO energy: -9.39 eV
* gap between HOMO and LUMO: 8.8 eV

=====

No. 6
Here is one molecule with the formula C3H8ClNO from the Open Molecules 2025 dataset. Energies are from ωB97M-V with the def2-TZVPD basis set.

```
! wB97M-V def2-TZVPD RIJCOSX def2/J DEFGRID3
* xyz 0 1
C 0.37571 0.39952 0.37290
C -1.09400 -0.07909 0.41593
C 1.21175 -0.77389 -0.04936
H -0.35282 2.15560 -0.31992
H 0.48284 1.23564 -1.40120
H 0.59414 0.56801 1.41872
H -1.23054 -0.72935 1.32724
H -1.75170 0.82479 0.56287
H -2.34766 -1.20030 -0.56044
H 1.15151 -1.67784 0.53560
H 0.92139 -1.07112 -1.08670
N 0.49555 1.58150 -0.44225
O -1.39752 -0.94687 -0.65105
Cl 2.94136 -0.28660 -0.12233
*
```

Output
* calculated total energy: -19300.214 eV
* highest occupied orbital energy: -9.53 eV
* energy relative to the best compared isomer or geometry (same formula, charge and spin): 1.145 eV
* LUMO energy: 0.59 eV
* structure (SMILES): N[C@@H](CO)CCl
* gap between HOMO and LUMO: 10.1 eV

=====

No. 7
Here is C3H8ClNOS as an isolated structure from the Open Molecules 2025 dataset. Energies are from ωB97M-V with the def2-TZVPD basis set.

```
! wB97M-V def2-TZVPD RIJCOSX def2/J DEFGRID3
* xyz 0 1
C -0.19537 1.48834 0.58575
C -1.65150 -0.39552 -0.17684
C -0.31805 0.27624 -0.43871
N 1.24556 -1.94378 -0.99426
O 1.06800 -1.21325 1.41719
S 1.10663 -0.80744 0.03979
Cl 3.08051 0.94277 -0.33284
H -0.47075 1.10187 1.55577
H 0.97238 1.78242 0.61737
H -0.86380 2.34875 0.18987
H -2.54277 0.35078 -0.26425
H -1.52998 -0.78679 0.95265
H -1.79137 -1.24410 -0.94204
H -0.08244 0.69580 -1.37276
H 1.97295 -2.59609 -0.83669
*
```

Output
* calculated total energy: -30132.869 eV
* highest occupied orbital energy: -10.23 eV
* energy relative to the best compared isomer or geometry (same formula, charge and spin): 1.886 eV
* LUMO energy: -2.14 eV
* gap between HOMO and LUMO: 8.1 eV

=====

No. 8
Here is a 2-piece molecular cluster, C3H8ClNS overall from the Open Molecules 2025 dataset. Energies are from ωB97M-V with the def2-TZVPD basis set.

```
! wB97M-V def2-TZVPD RIJCOSX def2/J DEFGRID3
* xyz 0 1
C 0.19986 -1.29903 -0.33840
C -0.89516 1.39710 -0.49739
C 0.36189 -0.19847 0.67700
N 1.62392 0.16366 0.93836
S -2.59786 0.85486 -0.36184
Cl 2.98169 0.14624 -0.08342
H 0.60407 -0.98463 -1.28951
H 0.74026 -2.10700 -0.01429
H -0.85115 -1.48585 -0.38129
H -0.56207 1.05753 -1.53134
H -0.72112 2.28317 0.04781
H -0.25050 -0.26396 1.62325
H 1.75226 0.89330 1.63790
H -2.38610 -0.45689 -0.42683
*
```

Output
* calculated total energy: -28084.399 eV
* highest occupied orbital energy (spin up / spin down): -7.09 / -7.09 eV
* energy relative to the best compared isomer or geometry (same formula, charge and spin): 4.138 eV
* LUMO energy (spin up / spin down): 0.60 / 0.60 eV
* gap between HOMO and LUMO (spin up / spin down): 7.7 / 7.7 eV

=====

No. 9
Here is a 2-piece molecular cluster, C3H8FN2O overall from the Open Molecules 2025 dataset. Energies are from ωB97M-V with the def2-TZVPD basis set.

```
! wB97M-V def2-TZVPD RIJCOSX def2/J DEFGRID3
* xyz 1 1
C -1.95690 0.65729 -0.77553
C 2.73719 0.05130 1.70545
C 2.11126 0.01338 0.50643
N -0.96208 0.74420 -1.60685
N -1.82346 -0.86448 -0.03145
O -2.92459 1.22627 -0.51458
F 0.74528 -0.38340 0.42611
H 2.12790 -0.16885 2.63364
H 3.68163 0.51452 1.76655
H 2.63718 -0.09344 -0.47213
H -0.87345 1.52971 -2.25915
H -0.19683 0.08312 -1.75601
H -2.71218 -1.16024 0.31444
H -1.21928 -0.72011 0.78636
H -1.37167 -1.42928 -0.72329
*
```

Output
* calculated total energy: -10978.011 eV
* highest occupied orbital energy: -13.85 eV
* energy relative to the best compared isomer or geometry (same formula, charge and spin): 0.970 eV
* LUMO energy: -3.53 eV
* gap between HOMO and LUMO: 10.3 eV